[1]
Entry from the Open Molecules 2025 dataset: a structure of composition C16H45N4O5Sr at a distorted geometry (ωB97M-V/def2-TZVPD).

```
71
C16H45N4O5Sr | the Open Molecules 2025 dataset | ωB97M-V/def2-TZVPD
Sr 3.82070 1.84682 -2.62186
O 2.37127 0.32117 -0.01781
H 2.08574 0.20471 0.90924
C -2.46539 -0.46038 1.86052
C -2.43526 0.52674 0.64482
C -2.15472 2.02391 0.94314
O -2.99426 2.62624 1.94914
C -4.27499 2.98922 1.51064
N -1.52384 0.02231 -0.30796
H -3.40310 -0.32681 2.39992
H -1.59598 -0.43426 2.51743
H -2.56511 -1.47668 1.47934
H -3.44175 0.48693 0.22828
H -2.18172 2.64880 0.05047
H -1.11896 2.09231 1.27573
H -4.73286 2.16800 0.95922
H -4.19793 3.82705 0.81768
H -4.87121 3.29945 2.36876
H -0.55934 0.14180 -0.03303
H -1.59748 -0.98500 -0.30614
C 2.84677 -5.41261 -2.97374
C 2.41404 -4.30200 -2.04821
C 1.60867 -4.73418 -0.78758
O 0.20319 -4.79704 -1.02699
C -0.42139 -5.77288 -0.26015
N 3.57657 -3.52908 -1.65522
H 3.55676 -6.07269 -2.47544
H 3.48546 -5.11855 -3.80663
H 2.01863 -6.00693 -3.35984
H 1.83350 -3.66719 -2.71758
H 1.72329 -3.98368 -0.00546
H 1.99612 -5.65415 -0.34981
H -0.32832 -5.55316 0.80341
H 0.03506 -6.73388 -0.49729
H -1.49367 -5.71582 -0.44733
H 3.83666 -3.03338 -2.49591
H 3.19120 -2.82720 -1.03963
C 3.16273 2.83990 5.36925
C 3.19374 1.77263 4.23415
C 1.99566 0.80440 4.45220
O 1.97646 0.25082 5.77826
C 0.74259 -0.43471 6.15320
N 3.13586 2.47184 2.94082
H 2.27589 3.45289 5.52999
H 4.03839 3.46388 5.19042
H 3.37614 2.34698 6.31773
H 4.11555 1.19553 4.30717
H 2.11449 -0.08021 3.82655
H 1.06259 1.28790 4.16287
H 0.93099 -0.88437 7.12809
H 0.60404 -1.25743 5.45175
H 0.00478 0.36555 6.09539
H 4.01789 2.58063 2.46093
H 2.60984 1.93114 2.26923
C -0.24360 1.07948 -5.41445
C -0.75348 2.36108 -4.72755
C -2.33639 2.18996 -4.43044
O -2.82633 3.38111 -3.83746
C -4.22838 3.36237 -3.60560
N -0.11798 2.52463 -3.46616
H -0.50029 0.24506 -4.76179
H 0.84260 0.99532 -5.44911
H -0.71315 0.84465 -6.36969
H -0.53059 3.22022 -5.36024
H -2.55203 1.36595 -3.75029
H -2.85107 2.09549 -5.38662
H -4.46938 4.18900 -2.93725
H -4.55249 2.45454 -3.09676
H -4.85934 3.49133 -4.48500
H -0.58921 1.96439 -2.77034
H -0.32289 3.50014 -3.30337
```

HOMO level   -10.74 eV
2S+1   1
Charge   +1



[2]
Entry from the Open Molecules 2025 dataset: a cluster of 7 separate species, C16H46N11O11 in total at a distorted geometry (ωB97M-V/def2-TZVPD).

```
84
C16H46N11O11 | the Open Molecules 2025 dataset | ωB97M-V/def2-TZVPD
N -1.59907 -0.96272 -0.14311
O -1.06396 -0.74061 0.88308
O -2.62365 -0.37345 -0.52029
O -1.19705 -1.90266 -0.76589
C -4.40183 1.65997 -3.06676
O -5.04353 2.01708 -4.02871
N -4.94641 1.14038 -1.99115
N -3.06019 1.58104 -2.94218
H -4.45051 0.80247 -1.17875
H -5.93835 1.28485 -1.86751
H -2.65929 1.32122 -2.05230
H -2.43279 1.64541 -3.73105
C 1.23594 -3.27140 1.72480
O 1.84885 -4.29208 1.96536
N 0.38998 -2.67517 2.47101
N 1.37771 -2.73933 0.54062
H -0.06910 -1.83815 2.14126
H 0.19103 -3.04600 3.38916
H 1.86326 -3.38912 -0.06113
H 0.54234 -2.26771 0.22464
C -4.35098 0.27616 2.67141
O -5.28410 0.15455 3.44862
N -3.19461 -0.18502 3.02270
N -4.34286 0.89374 1.49004
H -3.07529 -0.77922 3.83065
H -2.54306 -0.27059 2.25571
H -3.54310 0.59817 0.94862
H -5.20280 1.25037 1.09837
C -2.33591 -4.37207 -3.67157
O -2.53509 -5.20186 -4.48985
N -1.46026 -4.55825 -2.67446
N -2.96366 -3.24449 -3.42970
H -1.28401 -3.89019 -1.93775
H -0.83222 -5.34774 -2.62543
H -2.96595 -2.78832 -2.52860
H -3.68990 -3.00337 -4.08889
C -0.38964 4.27799 -1.08283
O -0.10482 3.92835 0.29276
C -0.96393 2.84725 0.74692
C -0.76723 2.52258 2.28937
N 0.12226 1.44257 2.41833
C 0.10951 1.01120 3.84656
C 0.88475 1.78820 4.89143
O 0.31925 3.08844 5.04332
C 0.85140 3.92847 6.03946
H 0.47708 4.92469 -1.21953
H -1.32190 4.76698 -1.36549
H -0.35769 3.44463 -1.78469
H -0.91887 1.96585 0.10725
H -2.00744 3.02217 0.48500
H -1.74525 2.41519 2.75844
H -0.49637 3.45636 2.78212
H -0.21310 0.67962 1.84777
H 0.72404 0.11699 3.95069
H -0.95052 0.89641 4.07290
H 1.97321 1.76373 4.83896
H 0.57517 1.33526 5.83329
H 1.93519 4.00912 5.95575
H 0.63733 3.59427 7.05464
H 0.41504 4.92639 6.08258
C 1.16131 -2.24451 -4.41140
O 2.01239 -1.21344 -3.84710
C 1.31172 -0.38254 -2.90708
C 2.26339 0.54446 -2.10570
N 3.59546 0.07223 -1.84372
C 3.69999 -1.19881 -1.08776
C 5.19273 -1.68164 -0.92532
O 5.93768 -0.74726 -0.02817
C 6.90022 0.00838 -0.68630
H 1.56640 -2.84235 -5.22786
H 0.31109 -1.64696 -4.74028
H 0.80176 -3.00524 -3.71851
H 0.87984 -0.89434 -2.04706
H 0.46616 0.16242 -3.32680
H 1.76595 0.94563 -1.22268
H 2.40641 1.41995 -2.73908
H 3.88855 -0.22160 -2.76452
H 3.05568 -1.96557 -1.51794
H 3.28082 -0.96141 -0.10999
H 5.59385 -1.89626 -1.91585
H 5.18616 -2.61895 -0.36898
H 7.52821 0.50687 0.05210
H 6.55273 0.81521 -1.33156
H 7.49442 -0.59287 -1.37442
```

HOMO level   -6.66 eV
2S+1   1
Charge   -1



[3]
Entry from the Open Molecules 2025 dataset: a cluster of 5 separate species, C16H46N4O5 in total at a distorted geometry (ωB97M-V/def2-TZVPD).

```
71
C16H46N4O5 | the Open Molecules 2025 dataset | ωB97M-V/def2-TZVPD
O -0.83611 -1.02957 1.47009
H 0.09866 -0.70981 1.52698
H -1.43523 -0.42389 1.85404
C 2.35998 1.89087 0.22808
C 1.98932 1.38121 1.65818
C 0.71295 1.93474 2.20056
O 0.77168 3.32167 2.35685
C -0.54798 3.92899 2.30907
N 1.92900 -0.09242 1.60626
H 1.81579 1.37570 -0.61082
H 3.41340 1.79115 0.00672
H 2.16901 3.00513 0.06242
H 2.81809 1.62001 2.36318
H 0.55919 1.48067 3.25189
H -0.21673 1.58832 1.67566
H -1.23017 3.52618 1.57444
H -0.43633 4.97088 2.20467
H -0.89364 3.69210 3.35322
H 2.63228 -0.53878 1.04313
H 2.27264 -0.52323 2.47019
C -4.37283 1.35681 0.47836
C -5.40467 1.25762 1.63035
C -4.65248 0.97609 2.97550
O -3.92302 -0.23696 2.82165
C -4.78669 -1.33555 3.09446
N -6.02703 2.60260 1.72679
H -3.84248 0.46244 0.13621
H -3.56871 2.10744 0.74409
H -4.88162 1.67742 -0.41612
H -6.08340 0.42859 1.41423
H -5.31124 0.91808 3.84721
H -3.90613 1.78239 3.13627
H -5.58035 -1.30985 2.32345
H -5.18456 -1.30415 4.12881
H -4.20573 -2.25814 2.93773
H -6.91700 2.65132 2.22561
H -6.04229 3.09267 0.87659
C -1.96611 -2.08456 -1.21995
C -0.67271 -2.37784 -1.98918
C -0.01987 -1.13526 -2.47851
O -0.91641 -0.44001 -3.27323
C -0.21447 0.54739 -4.01343
N 0.36642 -2.99940 -1.16037
H -2.75873 -1.88123 -1.92045
H -1.76152 -1.26099 -0.51705
H -2.32025 -2.90404 -0.52304
H -0.77019 -2.92371 -2.87988
H 0.90110 -1.43854 -2.97870
H 0.32647 -0.48076 -1.58777
H -0.89693 1.24794 -4.52080
H 0.52611 -0.00537 -4.66396
H 0.35402 1.13143 -3.23867
H 0.25396 -3.93336 -0.89846
H 0.59346 -2.42625 -0.32376
C 4.86485 -3.12647 -1.65717
C 4.70307 -1.84020 -0.80700
C 4.08407 -0.69457 -1.64418
O 5.00914 -0.32218 -2.58656
C 4.68295 0.85749 -3.36983
N 3.86525 -2.13528 0.35905
H 3.90443 -3.44502 -2.08984
H 5.32846 -3.91886 -1.08979
H 5.47048 -3.02617 -2.57169
H 5.70180 -1.56889 -0.42535
H 3.80807 0.14872 -0.99244
H 3.14551 -1.00140 -2.16974
H 5.01838 1.73960 -2.78533
H 3.60220 0.91779 -3.62545
H 5.35418 0.71377 -4.25464
H 2.89120 -2.30529 0.11109
H 4.28604 -2.68724 1.10007
```

Structure (SMILES)   COC[C@H](C)N.COC[C@H](C)N.COC[C@H](C)N.COC[C@H](C)N.O
HOMO level   -8.79 eV
2S+1   1



[4]
Entry from the Open Molecules 2025 dataset: a cluster of 5 separate species, C16H47O21P5S2 in total at a distorted geometry (ωB97M-V/def2-TZVPD).

```
91
C16H47O21P5S2 | the Open Molecules 2025 dataset | ωB97M-V/def2-TZVPD
C 5.28947 1.81289 2.00621
S 3.93090 2.93444 1.71001
O 4.29177 3.92478 0.73951
O 3.50394 3.47209 2.97972
P 2.39266 1.65407 0.89695
C 0.83488 2.61158 1.14440
C 0.07394 2.31835 2.46586
C -1.14551 1.41928 2.31912
S -0.76820 -0.27979 1.92978
O -1.87553 -1.06761 2.38095
O 0.43212 -0.77095 2.51351
O -0.76782 -0.41190 0.31034
H 6.20435 2.36199 2.20103
H 5.36511 1.13393 1.15587
H 4.98115 1.19807 2.85132
H 2.38407 0.56746 1.79572
H 1.13335 3.66254 1.18779
H 0.23091 2.50358 0.24464
H 0.80048 1.95533 3.19100
H -0.28737 3.27168 2.85844
H -1.85259 1.81737 1.58958
H -1.64915 1.37928 3.28457
H -1.48571 0.18413 0.04254
C -3.32020 8.90063 2.11097
O -3.09912 8.18992 3.33391
P -2.76301 6.60209 3.26802
O -3.11391 6.19625 1.88881
O -3.88114 6.18508 4.35645
C -5.07651 6.92696 4.57944
O -1.81341 5.34641 3.73570
C -1.08939 5.50177 4.97822
H -3.43423 9.95067 2.37649
H -2.47817 8.79776 1.43174
H -4.23335 8.55074 1.63644
H -5.60403 7.11869 3.64502
H -4.85615 7.86068 5.09216
H -5.71325 6.32231 5.22181
H -1.78130 5.63687 5.81077
H -0.40772 6.35074 4.92466
H -0.50921 4.59742 5.14372
C -8.25653 -3.18417 4.28745
O -7.01150 -2.98918 3.61295
P -6.90217 -1.80923 2.49485
O -8.30283 -1.42336 2.22161
O -6.25227 -2.77084 1.36853
C -6.48422 -4.17249 1.30363
O -6.08388 -0.52349 1.89819
C -4.67086 -0.42943 2.19189
H -8.08519 -3.94747 5.04584
H -8.59425 -2.27280 4.77399
H -9.00912 -3.53905 3.58775
H -7.55011 -4.40059 1.33312
H -5.96224 -4.68387 2.10979
H -6.07940 -4.52078 0.35527
H -4.13478 -1.28609 1.79429
H -4.50950 -0.36229 3.26770
H -4.29133 0.47574 1.72254
C 0.98569 -2.68179 -0.33806
O 0.90719 -3.70057 -1.34110
P 2.26517 -4.13451 -2.13623
O 3.19146 -3.03048 -1.77884
O 1.59518 -3.99312 -3.60507
C 0.47237 -3.15704 -3.87620
O 3.38555 -5.18995 -2.73288
C 2.96411 -6.54247 -3.01101
H 0.00798 -2.61158 0.12747
H 1.71541 -2.94570 0.42341
H 1.22806 -1.72166 -0.78476
H 0.63259 -2.14566 -3.50328
H -0.43222 -3.58311 -3.44921
H 0.35624 -3.11743 -4.95861
H 2.17433 -6.55347 -3.76464
H 2.61403 -7.03323 -2.10254
H 3.82385 -7.08683 -3.39331
C 8.19294 -3.56631 -7.62340
O 7.27923 -3.30685 -6.55655
P 5.75546 -2.85356 -6.92165
O 5.80808 -2.49983 -8.35734
O 5.76831 -1.57777 -5.92909
C 6.94761 -0.86834 -5.57369
O 4.15087 -3.04980 -6.68565
C 3.71594 -3.63440 -5.43047
H 9.10978 -3.93864 -7.16687
H 7.80725 -4.31965 -8.30559
H 8.41061 -2.64698 -8.16146
H 7.52078 -0.58229 -6.45647
H 7.56006 -1.46029 -4.89650
H 6.63382 0.03487 -5.05389
H 4.02875 -3.01932 -4.58582
H 4.12018 -4.64129 -5.32392
H 2.64040 -3.68916 -5.44931
```

Structure (SMILES)   CS(=O)(=O)PCCCS(=O)(=O)O.COP(=O)(OC)OC.COP(=O)(OC)OC.COP(=O)(OC)OC.COP(=O)(OC)OC
HOMO level   -9.25 eV
2S+1   1